Entry 1:
ORCA calculation (wB97M-V/def2-TZVPD) on a single C5H3N3 molecule in a non-equilibrium geometry.

Its LUMO energy is -1.961 eV. As for the SMILES: C1=CC2=NC=NC2=N1. The orbital gap comes out at 7.586 eV. The calculated total energy is -356.467934 hartree. For the relative energy (zero: lowest compared OMol25 entry of this formula, charge and spin), the calculation gives 273.38 kJ/mol. For the highest occupied orbital energy, the calculation gives -0.351 Ha.

```
11
C5H3N3 | the Open Molecules 2025 dataset | wB97M-V/def2-TZVPD
N -1.37240 1.06868 0.00638
N 0.94994 -1.39898 -0.00381
N -1.59034 -1.25910 0.18656
C -0.16998 0.57777 -0.01138
C 1.30535 0.86629 0.15189
C 1.90427 -0.34493 -0.06572
C -0.18481 -0.86981 -0.03600
C -2.26050 -0.18110 -0.03331
H 3.02546 -0.51322 -0.04955
H -3.37304 0.12280 -0.27854
H 1.76604 1.93161 0.13348
```

How is the electron density shared among the atoms? According to Mulliken, the charges in e are: -0.5874, -0.4886, -0.5209, 0.7718, -0.4670, -0.2708, 0.4511, 0.1590, 0.3364, 0.3135, 0.3028

Entry 2:
ORCA calculation (wB97M-V/def2-TZVPD) on a single C5H3N3O4 molecule in a non-equilibrium geometry.

Its LUMO energy (spin up / spin down) is -1.710 / -1.709 eV. The orbital gap (spin up / spin down) comes out at 6.938 / 6.940 eV. The calculated total energy is -657.382700 hartree. For the relative energy (zero: lowest compared OMol25 entry of this formula, charge and spin), the calculation gives 196.22 kJ/mol. For the highest occupied orbital energy (spin up / spin down), the calculation gives -0.318 / -0.318 Ha.

```
15
C5H3N3O4 | the Open Molecules 2025 dataset | wB97M-V/def2-TZVPD
O 0.45695 2.09740 0.69940
O -1.81644 0.78552 -1.88674
O 2.27566 -1.24711 -1.11783
O -1.58248 1.96106 1.43141
N -0.53090 1.45219 1.07651
N -2.30422 -1.57753 1.37933
N 0.34920 -0.25322 -1.77729
C 1.29721 -0.72651 -0.70983
C -1.47459 -0.78655 1.27105
C -0.40847 0.07120 1.03816
C 0.93510 -0.47524 0.71881
C -0.78764 0.29871 -1.73843
H 1.69415 0.25510 1.05253
H 0.78688 -0.43879 -2.68404
H 1.10958 -1.41624 1.24695
```

How is the electron density shared among the atoms? According to Mulliken, the charges in e are: -0.6764, -0.2185, -0.4721, -0.6423, 1.0287, -0.5332, -0.1595, 0.3611, 0.4782, -0.6397, -0.2969, 0.7493, 0.2911, 0.3266, 0.4037

Entry 3:
ORCA calculation (wB97M-V/def2-TZVPD) on 2 unconnected molecules or ions with the total composition C5H3N3OS in a non-equilibrium geometry.

Its LUMO energy is -0.370 eV. As for the SMILES: C#[N+][O-].N#Cc1nccs1. The orbital gap comes out at 9.282 eV. The calculated total energy is -829.866755 hartree. For the relative energy (zero: lowest compared OMol25 entry of this formula, charge and spin), the calculation gives 355.67 kJ/mol. For the highest occupied orbital energy, the calculation gives -0.355 Ha.

```
13
C5H3N3OS | the Open Molecules 2025 dataset | wB97M-V/def2-TZVPD
S 1.05294 -1.60665 -0.16813
O -1.10869 2.56751 1.07803
N -0.72310 0.02257 -1.23340
N -0.24491 1.91994 1.43581
N 2.29956 1.79205 -0.91522
C 0.51997 -0.06985 -0.85347
C -0.57291 -2.15216 -0.39223
C -1.35711 -1.16094 -0.89301
C 0.66883 1.20614 1.52468
C 1.53313 0.93736 -0.94425
H 1.32633 0.86763 2.29324
H -2.53179 -1.29809 -1.12534
H -0.86225 -3.02553 0.19329
```

How is the electron density shared among the atoms? According to Mulliken, the charges in e are: -0.0685, -0.5942, -0.4385, 0.6059, -0.4435, 0.2411, -0.2568, -0.2644, -0.3501, 0.5408, 0.3365, 0.2923, 0.3993

Entry 4:
ORCA calculation (wB97M-V/def2-TZVPD) on a gas-phase ion, C5H3N4O4S (charge -1) in a non-equilibrium geometry.

The total charge is -1. Its LUMO energy is 2.327 eV. The orbital gap comes out at 6.774 eV. The calculated total energy is -1110.314130 hartree. For the relative energy (zero: lowest compared OMol25 entry of this formula, charge and spin), the calculation gives 68.34 kJ/mol. For the highest occupied orbital energy, the calculation gives -0.163 Ha.

```
17
C5H3N4O4S | the Open Molecules 2025 dataset | wB97M-V/def2-TZVPD
S 1.24479 1.08530 0.34652
O -2.36126 -2.10023 1.02173
O 3.05118 -2.35177 0.89165
O -2.85278 0.02768 0.88544
O 3.78724 -0.24050 0.84850
N 2.87484 -1.10967 0.80730
N -0.99641 3.68148 -2.45930
N -0.78024 1.39238 -1.43342
N -2.04159 -0.91868 0.74382
C -0.44621 0.78459 -0.08223
C -0.71577 -0.63649 0.30899
C 0.38877 -1.42807 0.60920
C -0.87554 2.65951 -1.91757
C 1.55520 -0.63294 0.64155
H 0.41867 -2.50588 0.71260
H -1.10765 0.70483 -2.04974
H -1.14322 1.58846 0.12496
```

How is the electron density shared among the atoms? According to Mulliken, the charges in e are: -0.2180, -0.6643, -0.6502, -0.6463, -0.6499, 0.9055, -0.5338, -0.2933, 0.9029, 0.1163, -0.4730, -0.2995, 0.3922, -0.0402, 0.4709, 0.2381, 0.4424

Entry 5:
ORCA calculation (wB97M-V/def2-TZVPD) on a molecular structure, C5H3N5O4Sm in a non-equilibrium geometry.

The total charge is +3. Its LUMO energy (spin up / spin down) is -15.213 / -14.023 eV. The orbital gap (spin up / spin down) comes out at 5.709 / 6.919 eV. As for the spin multiplicity: 6. The calculated total energy is -1423.774017 hartree. For the relative energy (zero: lowest compared OMol25 entry of this formula, charge and spin), the calculation gives 0.00 kJ/mol. For the highest occupied orbital energy (spin up / spin down), the calculation gives -0.769 / -0.770 Ha.

```
18
C5H3N5O4Sm | the Open Molecules 2025 dataset | wB97M-V/def2-TZVPD
Sm 0.36993 0.56166 -1.33803
O 3.25900 0.46150 -3.57710
O 0.33565 -3.00878 -1.97969
O -2.79871 0.40326 -3.70123
O 0.27993 4.20926 -1.99148
N -0.93616 -0.43008 1.32154
N 0.27178 -0.02644 0.77741
N -1.53287 -1.26251 3.45385
N 0.64778 -0.47451 2.94440
N -0.66006 -0.59378 2.60446
C 0.29192 3.06853 -1.82216
C -1.85634 0.45318 -3.05047
C 1.17288 -0.07834 1.78924
C 0.33920 -1.85989 -1.86161
C 2.33194 0.48590 -2.89119
H 2.20698 0.16928 1.65105
H -1.23495 -1.09954 4.41052
H -2.48789 -0.97870 3.26052
```

How is the electron density shared among the atoms? According to Mulliken, the charges in e are: 1.8667, 0.0823, 0.0453, 0.0483, 0.0784, -0.5384, -0.0991, -0.4545, -0.5294, 1.0335, 0.0598, 0.1911, -0.1881, 0.1505, 0.1068, 0.4635, 0.3513, 0.3321

Entry 6:
ORCA calculation (wB97M-V/def2-TZVPD) on a molecular structure, C5H3NO in a non-equilibrium geometry.

Its LUMO energy is -1.305 eV. The orbital gap comes out at 7.904 eV. The calculated total energy is -322.124329 hartree. For the relative energy (zero: lowest compared OMol25 entry of this formula, charge and spin), the calculation gives 439.68 kJ/mol. For the highest occupied orbital energy, the calculation gives -0.338 Ha.

```
10
C5H3NO | the Open Molecules 2025 dataset | wB97M-V/def2-TZVPD
O 1.64907 1.10360 1.11355
N 2.34431 -0.97482 -1.54443
C 1.79088 -0.41495 -0.69663
C -0.30709 0.16239 0.70064
C -2.21444 -0.38605 -1.03501
C 1.06780 0.26402 0.35216
C -1.34042 -0.14789 -0.23927
H 0.40899 1.28201 1.39675
H -0.41508 -0.28461 1.69473
H -2.98402 -0.60369 -1.74247
```

How is the electron density shared among the atoms? According to Mulliken, the charges in e are: -0.4826, -0.2980, 0.1213, -1.0869, 0.3853, 0.7088, -0.5606, 0.4602, 0.3406, 0.4118

Entry 7:
ORCA calculation (wB97M-V/def2-TZVPD) on a molecular structure, C5H3NO in a non-equilibrium geometry.

Its LUMO energy is -0.095 eV. The orbital gap comes out at 9.871 eV. The calculated total energy is -322.166912 hartree. For the relative energy (zero: lowest compared OMol25 entry of this formula, charge and spin), the calculation gives 327.88 kJ/mol. For the highest occupied orbital energy, the calculation gives -0.366 Ha.

```
10
C5H3NO | the Open Molecules 2025 dataset | wB97M-V/def2-TZVPD
O 0.07470 -1.37782 1.12156
N -1.52561 1.23157 -2.50318
C -0.73777 -1.28387 0.06044
C 0.74897 -0.22033 1.38880
C -0.98521 0.69200 -1.63066
C -0.33084 0.09353 -0.51841
C 0.56786 0.69557 0.41579
H -0.06019 -1.17351 -1.04292
H 0.98255 1.69027 0.34968
H 1.32012 -0.21459 2.30835
```

How is the electron density shared among the atoms? According to Mulliken, the charges in e are: -0.1568, -0.4042, -0.4954, -0.3001, 0.2238, 0.6161, -0.5965, 0.2374, 0.4273, 0.4483

Entry 8:
ORCA calculation (wB97M-V/def2-TZVPD) on a single C5H3NO molecule in a non-equilibrium geometry.

Its LUMO energy is -0.470 eV. As for the SMILES: C#C/C=C(/O)C#N. The orbital gap comes out at 8.701 eV. The calculated total energy is -322.201624 hartree. For the relative energy (zero: lowest compared OMol25 entry of this formula, charge and spin), the calculation gives 236.74 kJ/mol. For the highest occupied orbital energy, the calculation gives -0.337 Ha.

```
10
C5H3NO | the Open Molecules 2025 dataset | wB97M-V/def2-TZVPD
O 2.16328 -0.58056 0.42362
N -0.17166 -2.87508 -0.61423
C 0.11879 0.47379 0.47958
C -1.08326 0.90805 -0.10990
C 0.83996 -0.62090 0.16283
C -2.05006 1.36682 -0.66129
C 0.30809 -1.86136 -0.32726
H 2.26957 0.38656 0.48739
H -2.93668 1.72950 -1.12239
H 0.54197 1.07317 1.28166
```

How is the electron density shared among the atoms? According to Mulliken, the charges in e are: -0.4670, -0.3416, -0.9750, -0.5667, 0.6978, 0.3504, 0.1684, 0.3514, 0.4162, 0.3662

Entry 9:
ORCA calculation (wB97M-V/def2-TZVPD) on a single C5H3NO molecule in a non-equilibrium geometry.

Its LUMO energy is -0.469 eV. As for the SMILES: C#CCC(=O)C#N. The orbital gap comes out at 10.295 eV. The calculated total energy is -322.219348 hartree. For the relative energy (zero: lowest compared OMol25 entry of this formula, charge and spin), the calculation gives 190.20 kJ/mol. For the highest occupied orbital energy, the calculation gives -0.396 Ha.

```
10
C5H3NO | the Open Molecules 2025 dataset | wB97M-V/def2-TZVPD
O -1.78207 -0.57700 0.99543
N -1.65820 2.50246 -0.05958
C 1.23021 -0.40797 -0.09047
C -1.09540 -0.05615 0.15502
C -1.30324 1.40121 -0.04021
C 2.09262 0.10375 0.56974
C -0.05247 -0.84676 -0.61619
H -0.19614 -1.87895 -0.29785
H -0.17279 -0.72807 -1.69735
H 2.93747 0.48748 1.08146
```

How is the electron density shared among the atoms? According to Mulliken, the charges in e are: -0.4403, -0.3357, -0.5740, 0.4513, 0.1646, 0.0913, -0.3164, 0.2506, 0.3058, 0.4027

Entry 10:
ORCA calculation (wB97M-V/def2-TZVPD) on a single C5H3NO molecule in a non-equilibrium geometry.

Its LUMO energy is -0.646 eV. As for the SMILES: C#CCC(=O)C#N. The orbital gap comes out at 10.036 eV. The calculated total energy is -322.214600 hartree. For the relative energy (zero: lowest compared OMol25 entry of this formula, charge and spin), the calculation gives 202.67 kJ/mol. For the highest occupied orbital energy, the calculation gives -0.393 Ha.

```
10
C5H3NO | the Open Molecules 2025 dataset | wB97M-V/def2-TZVPD
O -0.86100 0.29197 1.47694
N -2.46695 2.01899 -0.90014
C -0.05836 -0.71488 -0.57206
C -0.90564 0.25037 0.27637
C -1.76966 1.21487 -0.44115
C 1.28242 -0.55898 0.00832
C 2.15537 -0.33479 0.81066
H -0.49012 -1.72580 -0.44787
H 2.94973 -0.03419 1.45105
H -0.09591 -0.48826 -1.64569
```

How is the electron density shared among the atoms? According to Mulliken, the charges in e are: -0.4187, -0.3248, -0.3162, 0.3913, 0.1487, -0.5645, 0.0904, 0.2690, 0.3869, 0.3379

Entry 11:
ORCA calculation (wB97M-V/def2-TZVPD) on a single C5H3NO molecule in a non-equilibrium geometry.

Its LUMO energy is -0.520 eV. As for the SMILES: C#C[C@@H](C#N)C=O. The orbital gap comes out at 9.618 eV. The calculated total energy is -322.111901 hartree. For the relative energy (zero: lowest compared OMol25 entry of this formula, charge and spin), the calculation gives 472.31 kJ/mol. For the highest occupied orbital energy, the calculation gives -0.373 Ha.

```
10
C5H3NO | the Open Molecules 2025 dataset | wB97M-V/def2-TZVPD
O -1.00544 1.76146 -0.49640
N 2.98958 -0.44865 -0.28728
C -1.85990 -1.53794 -0.17164
C 0.34869 -0.01834 0.22859
C 0.05507 1.57724 0.06660
C 1.67580 -0.49715 -0.41398
C -0.75893 -0.85882 -0.08997
H 0.32347 -0.08917 1.26665
H 0.93907 2.14915 0.39909
H -2.70741 -2.03777 -0.50167
```

How is the electron density shared among the atoms? According to Mulliken, the charges in e are: -0.4189, -0.4127, -0.3044, 0.4441, 0.0730, 0.1223, -0.5193, 0.2344, 0.3387, 0.4428

Entry 12:
ORCA calculation (wB97M-V/def2-TZVPD) on a single C5H3NO molecule in a non-equilibrium geometry.

Its LUMO energy is 0.032 eV. As for the SMILES: C#C/C=C(/O)C#N. The orbital gap comes out at 9.313 eV. The calculated total energy is -322.220933 hartree. For the relative energy (zero: lowest compared OMol25 entry of this formula, charge and spin), the calculation gives 186.04 kJ/mol. For the highest occupied orbital energy, the calculation gives -0.341 Ha.

```
10
C5H3NO | the Open Molecules 2025 dataset | wB97M-V/def2-TZVPD
O -2.17798 -0.36375 -0.79599
N -0.94241 2.56836 0.25583
C -0.97979 0.03142 -0.31161
C -0.95841 1.43919 0.00381
C 2.40375 0.07616 0.80831
C 0.09314 -0.75710 -0.12885
C 1.33937 -0.29289 0.37989
H 0.01479 -1.81353 -0.38200
H 3.34170 0.41609 1.19007
H -2.13418 -1.30396 -1.01947
```

How is the electron density shared among the atoms? According to Mulliken, the charges in e are: -0.4705, -0.3678, 0.8331, 0.0739, 0.5208, -0.7628, -0.8693, 0.3381, 0.4131, 0.2914